No. 1
Entry from OMol25: C30H40BCl5N12O3SW as an isolated structure (the ωB97M-V functional and the def2-TZVPD basis).

Geometry as XYZ:
```
93
Properties=species:S:1:pos:R:3:forces:R:3:lowdin_spin:R:1
W 0.49287 0.16601 0.68410 0.3 -0.4 0.7 0.002
C 1.87324 -1.12076 4.74914 0.0 0.0 0.0 0.000
C 1.78101 -0.17085 3.75628 -0.1 0.0 0.1 0.000
N 1.12566 -0.66037 2.67890 -0.1 0.2 0.1 0.000
N 0.76841 -1.93447 3.01688 0.0 0.0 -0.1 0.000
C 1.21076 -2.22355 4.24185 0.0 0.0 -0.1 0.000
B -0.16510 -2.80764 2.14724 0.0 0.0 -0.1 0.000
N 0.53000 -2.98961 0.78167 0.1 0.1 0.1 0.000
C 0.86656 -4.07772 0.08233 -0.2 0.0 -0.1 0.000
C 1.75591 -3.72018 -0.90969 0.0 0.0 -0.1 0.000
C 1.91315 -2.35556 -0.76113 0.0 0.0 0.1 0.000
N 1.17118 -1.90336 0.26258 0.1 -0.3 0.0 0.000
N -1.41075 -1.88518 1.89971 0.2 0.0 0.2 0.000
C -2.70224 -2.12191 2.03950 -0.1 0.1 -0.1 0.000
C -3.40753 -0.92637 1.83930 0.0 -0.1 0.0 0.000
C -2.44250 0.00605 1.57158 0.1 0.0 0.1 0.000
N -1.20588 -0.56653 1.62144 -0.9 -0.3 -0.4 0.000
N -0.56658 -4.04226 2.87754 -0.1 0.0 -0.1 0.000
C -0.15727 -5.34780 2.87136 0.1 0.0 0.1 0.000
C -0.73042 -5.97615 3.93898 0.0 0.0 -0.1 0.000
C -1.48839 -4.97145 4.57411 0.0 0.0 0.1 0.000
N -1.38827 -3.81704 3.95271 0.0 0.0 -0.1 0.000
H 2.34544 -1.02190 5.71020 0.0 0.0 0.0 0.000
H 2.14835 0.83606 3.78924 0.0 0.0 0.0 0.000
H 1.02722 -3.19268 4.67534 0.0 0.0 0.0 0.000
H 0.43899 -5.03819 0.30386 0.0 0.0 0.0 0.000
H 2.22855 -4.36641 -1.62796 0.0 0.0 0.0 0.000
H 2.53312 -1.69372 -1.33064 0.0 0.0 -0.1 0.000
H -3.05510 -3.10689 2.29379 0.0 0.0 0.0 0.000
H -4.47081 -0.78262 1.91905 0.0 0.0 0.0 0.000
H -2.52378 1.05921 1.37844 0.0 0.0 -0.1 0.001
H 0.52224 -5.74836 2.14246 0.1 0.0 0.0 0.000
H -0.64106 -7.01282 4.21196 0.0 0.0 0.0 0.000
H -2.09814 -5.05062 5.46026 0.0 0.0 0.0 0.000
C 4.77053 0.65339 -2.70484 0.0 0.0 0.0 0.000
O 3.59094 0.17075 -2.00169 -0.1 0.0 0.1 0.000
C 2.74086 0.98263 -1.44735 0.2 -0.2 0.1 0.000
O 1.85105 0.44038 -0.73284 0.0 0.2 -0.6 0.000
N 2.84160 2.28647 -1.64715 0.0 0.1 -0.1 0.000
N 1.91158 3.18682 -1.11548 -0.1 -0.1 -0.1 0.000
H 5.37784 -0.22879 -2.86987 0.0 0.0 0.0 0.000
H 5.31284 1.35876 -2.07613 0.0 0.0 0.0 0.000
H 4.47689 1.08802 -3.65980 0.0 0.0 0.0 0.000
H 3.56744 2.62499 -2.26561 0.0 0.0 0.0 0.000
H 1.38346 3.58743 -1.88352 0.1 0.1 0.0 0.000
H 2.41673 3.92465 -0.63544 0.0 0.0 0.1 0.000
O -0.52968 1.38776 0.12233 -0.1 0.0 0.3 0.037
S -2.30029 3.37560 -0.83685 -0.1 0.1 0.1 0.709
C -3.84662 3.75619 -0.01078 -0.1 0.2 -0.1 0.079
C -3.85779 5.28413 0.09726 0.1 0.0 0.0 0.014
C -2.46015 5.65372 0.58380 0.0 0.0 0.0 0.000
C -1.47361 4.88205 -0.29770 0.0 0.1 0.0 0.073
H -3.79511 3.29882 0.98503 0.0 -0.1 0.0 0.029
H -4.66099 3.29781 -0.57118 0.0 0.0 0.0 0.006
H -4.64079 5.60728 0.78145 0.0 0.0 0.0 0.001
H -4.06075 5.72520 -0.88007 0.0 0.0 0.0 0.000
H -2.32491 5.35337 1.62410 0.0 0.0 0.0 0.000
H -2.27038 6.72342 0.51759 0.0 0.0 0.0 -0.001
H -0.54698 4.58353 0.19971 0.0 0.0 0.0 0.017
H -1.21906 5.41327 -1.22164 0.0 0.0 0.0 0.025
C 1.20205 -1.76731 -4.18025 0.0 0.0 0.0 0.000
C 0.42631 -0.62187 -3.54399 0.0 -0.1 0.0 0.000
N -1.00999 -0.85957 -3.47836 0.0 0.2 0.0 0.000
C -1.70147 -1.00083 -4.77227 0.0 0.0 0.0 0.000
C -1.99098 -2.44313 -5.16781 0.0 0.0 0.0 0.000
C -1.64541 -0.96688 -2.30381 0.1 -0.1 -0.1 0.000
C -3.15141 -1.06788 -2.35227 0.0 -0.1 0.0 0.000
N -1.03668 -0.98315 -1.13823 0.0 0.3 -0.1 0.000
H 2.27468 -1.57552 -4.11408 0.0 0.0 0.0 0.000
H 0.96011 -1.88536 -5.23539 0.0 0.0 0.0 0.000
H 0.98924 -2.70677 -3.67079 0.0 0.0 0.0 0.000
H 0.58480 0.29901 -4.11653 0.0 0.0 0.0 0.000
H 0.76207 -0.45908 -2.52718 0.0 0.0 0.0 0.000
H -1.04977 -0.54131 -5.51524 0.0 0.0 0.0 0.000
H -2.61893 -0.41386 -4.76116 0.0 0.0 0.0 0.000
H -1.07282 -3.00074 -5.34414 0.0 0.0 0.0 0.000
H -2.57493 -2.46032 -6.08751 0.0 0.0 0.0 0.000
H -2.56011 -2.97138 -4.40420 0.0 0.0 0.0 0.000
H -3.56937 -0.23516 -2.91841 0.0 0.0 0.0 0.000
H -3.55955 -1.04312 -1.34416 0.0 0.0 0.0 0.000
H -3.48987 -1.98361 -2.83326 0.0 0.0 0.0 0.000
H -1.77331 -1.14381 -0.46407 0.0 0.0 0.0 0.000
Cl 3.87137 0.32928 1.30220 0.0 0.0 0.0 0.000
C 2.96963 1.75527 1.71472 0.0 0.1 0.0 0.000
C 1.56801 1.74496 1.68437 0.5 0.1 -0.2 0.001
C 0.93230 2.86390 2.22591 -0.1 0.1 0.1 0.000
Cl -0.78088 2.87129 2.54885 0.1 -0.1 0.0 0.003
C 1.63718 3.99138 2.65404 0.0 -0.1 0.0 0.001
Cl 0.81408 5.36647 3.25702 0.0 0.0 0.0 0.000
C 3.03267 4.00026 2.59339 0.0 0.0 0.0 0.000
Cl 3.90748 5.36784 3.10401 0.0 0.0 0.0 0.000
C 3.70570 2.85998 2.14810 0.0 0.0 0.0 0.000
Cl 5.41431 2.82894 2.14478 0.0 0.0 0.0 0.000
```
Positions in Å, forces in eV/Å.

As for the total energy: -4840.23928 a.u. As for the spin multiplicity: 2. Its charge is +3. The expectation value of S² is 0.75. As for the energy above the lowest of the compared OMol25 structures with the same formula, charge and spin: 1.876 eV. For the LUMO energy (alpha / beta), the calculation gives -0.360 / -0.415 Eh.



No. 2
Entry from OMol25: C28H24N6O3Re as an isolated structure (the ωB97M-V functional and the def2-TZVPD basis).

Geometry as XYZ:
```
62
Properties=species:S:1:pos:R:3:forces:R:3:lowdin_spin:R:1
Re 0.47148 1.10120 -0.21175 -0.7 -0.5 0.2 2.393
O -1.89394 -1.77424 5.60609 0.0 0.0 0.0 0.000
C -1.06206 -0.64707 5.70885 0.0 0.0 -0.1 0.003
C -0.61974 -0.25779 4.32792 0.0 0.0 0.1 0.018
C 0.23450 0.82392 4.13390 0.1 0.1 0.0 -0.002
C 0.61292 1.16497 2.85786 0.0 -0.1 0.0 0.018
N 0.19311 0.47208 1.78172 0.1 0.0 0.1 0.007
C -0.62614 -0.58609 1.95819 0.0 -0.1 -0.1 0.014
C -1.05045 -0.96807 3.21330 0.0 0.0 0.0 0.000
C -0.99529 -1.30200 0.71743 0.1 0.1 0.0 0.013
C -1.74725 -2.45536 0.70362 0.0 0.0 0.0 0.000
C -1.99408 -3.10202 -0.50281 0.0 -0.1 0.0 0.017
C -2.79653 -4.37060 -0.54152 0.0 0.1 0.1 0.003
O -3.52671 -4.45928 0.65715 0.0 -0.1 0.0 0.000
C -1.45395 -2.55940 -1.66126 0.1 0.0 -0.1 -0.001
C -0.71368 -1.40155 -1.58931 -0.1 0.0 0.1 0.022
N -0.49703 -0.76623 -0.42392 0.1 0.1 -0.1 0.010
H -2.16904 -2.06033 6.48369 0.0 0.0 0.0 0.000
H -0.16856 -0.84212 6.31274 0.0 0.0 0.0 0.001
H -1.58102 0.20879 6.15628 0.0 0.0 0.0 0.001
H 0.60571 1.40575 4.96759 0.0 0.0 0.0 0.000
H 1.26979 2.00081 2.66116 0.0 0.0 0.0 0.001
H -1.70874 -1.81163 3.35188 0.0 0.0 0.0 0.000
H -2.15500 -2.86979 1.61299 0.0 0.0 0.0 0.000
H -2.09303 -5.20558 -0.65328 0.0 0.0 0.0 0.001
H -3.43941 -4.36090 -1.42692 0.0 0.0 0.0 0.001
H -4.03312 -5.27867 0.67230 0.0 0.0 0.0 0.000
H -1.60394 -3.02636 -2.62577 0.0 0.0 0.0 0.000
H -0.27584 -0.96009 -2.47268 -0.1 0.0 0.0 0.002
N 0.44875 1.82342 -2.22883 0.0 0.1 -0.2 0.020
C 0.84743 0.89356 -3.28689 -0.1 0.2 0.1 0.014
C 0.04594 0.80129 -4.41263 0.0 -0.1 0.0 -0.001
C 0.37262 -0.10830 -5.40600 0.0 0.0 0.0 0.008
C 1.49667 -0.90863 -5.25315 0.0 0.0 0.0 0.000
C 2.28703 -0.79443 -4.12052 0.0 0.0 0.0 0.007
C 1.98555 0.11638 -3.10499 0.1 0.0 0.0 0.006
C 2.85332 0.20918 -1.89820 -0.1 -0.1 0.0 0.059
C 4.22174 0.00867 -2.05205 0.0 0.0 0.0 -0.008
C 5.07365 -0.02103 -0.95816 0.0 0.0 0.0 0.075
C 4.56590 0.14094 0.32304 -0.1 0.0 0.1 -0.006
C 3.21369 0.37925 0.49505 0.2 0.0 -0.2 0.076
C 2.33049 0.43880 -0.60242 0.4 0.0 0.0 0.006
H -0.47640 2.18938 -2.45486 0.0 0.0 0.0 0.005
H 1.07065 2.63555 -2.21920 0.1 0.0 -0.1 0.006
H -0.82573 1.43774 -4.51937 0.0 0.0 0.0 0.000
H -0.24365 -0.18670 -6.29091 0.0 0.0 0.0 0.000
H 1.76112 -1.62595 -6.01800 0.0 0.0 0.0 0.000
H 3.14605 -1.44159 -4.00671 0.0 0.0 0.0 0.000
H 4.63575 -0.11169 -3.04459 0.0 0.0 0.0 -0.002
H 6.13410 -0.17073 -1.10972 0.0 0.0 0.0 0.004
H 5.22226 0.09350 1.18160 0.0 0.0 0.0 -0.001
H 2.84642 0.52082 1.50252 0.0 0.0 0.0 0.004
N -3.31301 3.21639 0.67808 0.1 0.1 -0.1 0.013
C -2.00273 3.06878 0.52774 -0.1 0.0 0.0 0.016
O -1.54615 1.96375 0.07616 -0.2 0.1 -0.1 0.044
C -1.13024 4.17120 0.89575 0.0 0.0 0.0 0.037
C 0.15468 3.78129 0.65525 -0.2 -0.2 0.0 0.052
N 0.97513 3.01564 0.31677 0.4 0.5 0.1 0.028
C -1.61201 5.40250 1.40510 0.1 0.0 -0.2 0.005
N -2.08595 6.38131 1.77839 0.0 0.0 0.1 0.014
H -3.92921 2.47640 0.38460 0.0 0.0 0.0 0.001
H -3.70682 4.09099 0.99172 0.0 0.0 0.0 0.000
```
Positions in Å, forces in eV/Å.

As for the total energy: -1713.45072 a.u. As for the spin multiplicity: 4. Its charge is +2. The expectation value of S² is 3.79. As for the energy above the lowest of the compared OMol25 structures with the same formula, charge and spin: 0.000 eV. For the LUMO energy (alpha / beta), the calculation gives -0.236 / -0.275 Eh.



No. 3
Entry from OMol25: C41H44AsCdF6N5O4S2Se as an isolated structure at a distorted geometry (the ωB97M-V functional and the def2-TZVPD basis).

Geometry as XYZ:
```
105
Properties=species:S:1:pos:R:3:forces:R:3:lowdin_charge:R:1
Cd -0.40613 -0.29495 0.19116 0.0 0.4 -0.4 1.419
F -3.12391 -4.51988 3.27854 0.0 0.0 0.0 0.153
C -3.34912 -4.02128 2.07160 0.1 0.0 -0.1 -0.673
F -3.66571 -5.00884 1.23881 0.1 0.0 0.0 0.145
F -4.40595 -3.19350 2.14908 0.2 0.1 -0.1 0.117
S -1.87422 -3.07505 1.44553 -1.4 -0.1 0.2 0.549
O -1.75200 -1.93573 2.31805 0.1 0.2 0.2 -0.331
O -2.22930 -2.72468 0.08504 0.2 0.0 -0.3 -0.345
N -0.81366 -4.21195 1.62170 0.5 0.1 -0.2 -0.276
S 0.67942 -3.72285 1.38391 0.1 0.2 0.3 0.612
O 1.54921 -4.76091 0.95756 -0.1 -0.3 0.0 -0.237
O 0.69616 -2.47487 0.64178 0.0 0.2 0.2 -0.407
C 1.26372 -3.27828 3.10294 0.0 0.0 0.0 -0.666
F 0.73492 -2.12616 3.50742 0.0 0.0 0.0 0.128
F 2.58621 -3.16700 3.12117 0.0 0.0 -0.1 0.156
F 0.89813 -4.23133 3.95948 0.0 0.0 -0.1 0.142
Se 0.62085 2.61985 -1.55876 -0.2 0.8 0.2 1.113
N -0.55549 1.59919 -2.34988 -0.5 -0.4 -0.1 -0.247
C -0.96993 2.23440 -3.45780 0.4 0.1 0.5 -0.387
C -1.90327 1.72501 -4.38485 -0.3 0.0 -0.5 -0.044
C -2.22814 2.48686 -5.47570 -0.1 -0.4 0.3 -0.088
C -1.65147 3.76066 -5.68461 0.3 0.4 0.1 -0.089
C -0.74159 4.28201 -4.80548 -0.2 0.1 -0.4 -0.026
C -0.38798 3.53143 -3.66398 0.2 -0.3 0.4 -0.391
N 0.47577 3.91998 -2.71350 0.0 0.3 -0.3 -0.229
H -2.31874 0.73443 -4.24741 0.0 0.0 0.0 0.104
H -2.93641 2.10820 -6.20241 0.0 0.0 0.0 0.099
H -1.93526 4.32653 -6.56242 0.0 0.0 0.0 0.100
H -0.28723 5.25125 -4.96057 0.0 0.0 0.0 0.112
C -4.51348 -0.30408 0.38876 0.1 -0.4 0.4 0.004
N -4.69152 0.78697 -0.59632 0.0 0.0 0.0 -0.168
C -5.72829 1.73406 -0.13008 -0.3 0.2 0.0 -0.003
C -3.37623 1.46345 -0.94426 0.5 0.3 0.1 -0.110
C -2.68702 2.08845 0.23932 0.0 -0.2 -0.1 -0.313
C -3.13815 3.34106 0.66329 0.1 0.0 -0.1 -0.074
C -2.58177 3.95860 1.76830 0.0 0.0 0.0 -0.079
C -1.56016 3.31595 2.44750 0.0 0.1 0.0 -0.076
C -1.07921 2.09815 1.98978 0.0 -0.2 0.0 -0.139
C -1.60663 1.44309 0.86843 -0.3 -0.2 0.1 -0.204
H -5.47552 -0.76549 0.59929 0.0 0.0 -0.1 0.108
H -4.09385 0.10250 1.30641 0.0 0.1 -0.1 0.113
H -3.82592 -1.04859 0.00090 0.1 -0.1 -0.1 0.076
H -5.02055 0.36671 -1.46437 0.0 0.0 0.0 0.182
H -5.40210 2.18331 0.80307 0.1 -0.1 0.0 0.100
H -6.66014 1.19821 0.03733 0.1 -0.1 -0.1 0.106
H -5.88599 2.51288 -0.87321 0.1 0.0 0.0 0.109
H -3.60202 2.20720 -1.70995 -0.1 -0.1 0.0 0.133
H -2.72703 0.70548 -1.37772 -0.1 -0.1 -0.1 0.088
H -3.91281 3.85574 0.10423 0.0 0.0 0.0 0.108
H -2.93564 4.92915 2.09027 0.0 0.0 0.0 0.105
H -1.11141 3.77872 3.31756 0.0 0.0 0.0 0.107
H -0.25166 1.65407 2.52924 0.0 0.0 0.0 0.070
C 7.64803 -3.21972 -2.52670 -0.1 0.1 0.0 -0.052
C 6.39294 -2.39217 -2.46932 0.0 0.1 0.0 -0.268
C 5.15304 -2.96064 -2.21890 0.0 0.0 0.0 -0.010
C 3.99548 -2.19284 -2.15412 0.0 0.0 0.0 -0.246
C 2.68535 -2.87705 -1.89028 0.1 0.0 0.0 -0.051
C 4.06971 -0.80603 -2.34869 -0.4 0.1 0.1 -0.242
As 2.43985 0.39113 -2.23758 1.0 -0.6 -0.5 1.240
N 1.65845 0.03032 -0.59286 -0.4 -0.2 0.0 -0.403
C 2.42578 0.41462 0.49320 0.2 0.1 0.0 -0.443
C 3.74604 0.91238 0.41150 -0.2 0.0 -0.1 -0.063
C 4.45536 1.29224 1.53717 0.0 0.0 0.0 -0.089
C 3.89468 1.20972 2.80183 0.1 0.0 0.1 -0.115
C 2.60444 0.71429 2.91860 -0.1 0.0 0.1 -0.102
C 1.89470 0.32876 1.79918 0.1 -0.1 -0.3 -0.126
C 1.38529 -0.35500 -3.75323 -0.2 -0.1 0.1 -0.266
C 1.80687 0.16061 -4.99783 0.2 0.1 0.0 -0.276
C 3.01894 1.04981 -5.12566 -0.1 0.0 0.1 -0.073
C 1.11817 -0.15197 -6.16026 -0.1 -0.1 0.0 -0.016
C 0.00111 -0.97689 -6.15101 0.0 0.0 0.1 -0.276
C -0.75453 -1.28147 -7.41383 0.0 0.1 0.1 -0.047
C -0.39976 -1.48861 -4.93136 0.0 0.0 -0.1 -0.034
C 0.26656 -1.19193 -3.74366 0.0 0.0 0.1 -0.293
C -0.29091 -1.83496 -2.50732 -0.2 0.1 0.0 -0.105
C 5.31821 -0.21717 -2.58788 0.0 0.1 0.0 -0.306
C 5.53053 1.27024 -2.76724 -0.1 -0.1 0.0 -0.095
C 6.45338 -1.01893 -2.65163 0.0 -0.1 0.0 -0.025
H 7.42646 -4.28291 -2.44870 0.0 0.0 0.0 0.072
H 8.31911 -2.94947 -1.70943 0.0 0.0 0.0 0.081
H 8.18028 -3.04040 -3.46191 0.0 -0.1 0.0 0.078
H 5.07679 -4.03111 -2.06034 0.0 0.0 0.0 0.115
H 2.83553 -3.89560 -1.53321 0.0 0.0 0.0 0.082
H 2.10170 -2.91523 -2.81205 0.0 0.0 0.0 0.079
H 2.11914 -2.33789 -1.13424 0.0 0.0 -0.1 0.027
H 4.22056 0.98727 -0.55486 0.1 0.0 0.1 0.040
H 5.46964 1.65453 1.41965 0.0 0.0 0.0 0.102
H 4.44941 1.51790 3.67734 0.0 0.0 0.0 0.093
H 2.14180 0.61826 3.89386 0.0 0.0 0.0 0.106
H 0.90360 -0.10255 1.93550 0.2 0.0 0.3 0.029
H 2.86854 1.99647 -4.60125 0.1 0.0 0.0 0.071
H 3.22694 1.26365 -6.17279 0.0 0.0 0.0 0.080
H 3.89073 0.55872 -4.69353 0.1 0.1 -0.1 0.055
H 1.46537 0.25482 -7.10393 0.0 0.0 0.0 0.115
H -0.08341 -1.31199 -8.27178 0.0 0.0 0.0 0.077
H -1.50043 -0.50542 -7.60530 0.0 0.0 0.0 0.076
H -1.27348 -2.23655 -7.33819 0.0 0.0 0.0 0.076
H -1.25779 -2.15463 -4.89285 0.0 0.0 0.0 0.121
H -1.34593 -1.57121 -2.38792 0.0 0.0 0.0 0.066
H 0.26347 -1.54182 -1.62500 0.2 -0.2 0.0 -0.029
H -0.24218 -2.92267 -2.57926 0.0 0.0 0.1 0.100
H 4.60314 1.83119 -2.66814 0.1 0.1 0.0 0.026
H 5.95512 1.47409 -3.75179 0.0 0.0 0.0 0.083
H 6.24063 1.63229 -2.02166 0.0 0.1 0.0 0.083
H 7.41393 -0.54895 -2.84040 0.0 0.0 0.0 0.121
```
Positions in Å, forces in eV/Å.

As for the total energy: -8363.89896 a.u. As for the energy above the lowest of the compared OMol25 structures with the same formula, charge and spin: 0.440 eV. For the LUMO energy, the calculation gives -0.026 Eh.